# 1
{
  "formula": "C4H8N2O2",
  "method": "wB97M-V/def2-TZVPD",
  "elements": ["C", "N", "C", "N", "C", "C", "O", "O", "H", "H", "H", "H", "H", "H", "H", "H"],
  "positions_angstrom": [[1.51195, -0.89130, 0.89576], [0.53046, -0.15523, 0.07340], [1.13934, 1.12035, -0.41327], [0.05335, -1.00047, -0.94415], [-1.20220, -0.88102, -1.01670], [-2.02239, -0.10839, -0.03450], [-2.98531, -0.62035, 0.62521], [-1.67144, 1.28063, 0.03782], [0.94908, -1.86200, 0.99781], [2.57024, -0.97473, 0.36666], [1.35740, -0.35240, 1.91882], [2.07937, 0.90215, -0.94797], [1.37134, 1.60874, 0.60802], [0.60201, 1.76873, -1.16053], [-1.87535, -1.56074, -1.59755], [-2.40783, 1.72602, 0.59114]],
  "fmax_ev_per_a": 5.6,
  "mol_weight_g_mol": 116.12,
  "energy_ha": -417.10132,
  "de_lowest_kcal_mol": 97.0,
  "e_homo_ha": -0.319,
  "smiles": "CN(C)/N=C\\C(=O)O",
  "orbital_gap_ev": 8.9
}

# 2
{
  "formula": "C4H8N2O2",
  "method": "wB97M-V/def2-TZVPD",
  "elements": ["C", "C", "C", "C", "H", "H", "H", "H", "H", "H", "H", "H", "N", "N", "O", "O"],
  "positions_angstrom": [[-0.63300, -2.18252, 0.93546], [0.06655, -0.01848, 0.09190], [1.50904, -0.21092, 0.32720], [-1.90614, 1.26522, -0.61927], [-0.41811, -1.79163, 2.29954], [0.46081, -2.87622, 0.40187], [-1.73781, -2.72758, 0.75789], [2.17234, 0.60751, 0.44554], [-2.18435, 0.79227, -1.55909], [-2.18573, 2.31632, -0.69508], [-2.30099, 1.02785, 0.34672], [1.05275, 2.51738, -0.60006], [-0.85505, -0.84903, 0.37499], [-0.41827, 1.31401, -0.31528], [1.91868, -1.42841, 0.45101], [0.56077, 1.89834, -1.22938]],
  "fmax_ev_per_a": 6.3,
  "mol_weight_g_mol": 116.12,
  "energy_ha": -416.97363,
  "de_lowest_kcal_mol": 177.2,
  "e_homo_ha": -0.332,
  "orbital_gap_ev": 8.5
}

# 3
{
  "formula": "C4H8N2O2",
  "method": "wB97M-V/def2-TZVPD",
  "elements": ["O", "C", "C", "C", "N", "C", "N", "O", "H", "H", "H", "H", "H", "H", "H", "H"],
  "positions_angstrom": [[0.99478, 1.31154, 0.51956], [0.51515, 0.25727, -0.02560], [-1.02514, 0.13548, 0.00207], [-1.59960, 1.46170, -0.40215], [-1.43551, -1.08399, -0.53347], [1.23326, -1.05434, 0.17764], [2.53862, -0.85322, 0.70023], [0.98656, -0.50893, -1.13171], [3.24882, -1.41023, 0.26134], [-1.38697, -0.50240, 0.90096], [-1.15716, 1.79483, -1.33563], [-1.24485, 2.15693, 0.36630], [-2.68249, 1.55587, -0.44840], [-2.39420, -1.38240, -0.30831], [2.63947, 0.13419, 0.87325], [0.76927, -2.01229, 0.38393]],
  "fmax_ev_per_a": 3.3,
  "mol_weight_g_mol": 116.12,
  "energy_ha": -416.93994,
  "de_lowest_kcal_mol": 198.3,
  "e_homo_ha": -0.296,
  "orbital_gap_ev": 5.0
}